#w
The following is a quantum chemistry calculation of an isolated ion of composition C6H15N2 and charge +1, from OMol25.

The geometry in ORCA input format:
```
! RIJCOSX wB97M-V def2-TZVPD def2/J DEFGRID3
* xyz 1 1
C -0.60 1.90 -1.39
N -0.93 0.70 -0.65
C -1.21 0.75 0.85
N -0.48 -0.57 0.97
C 0.35 -0.91 2.13
C 0.11 -0.33 -0.41
C -0.14 -1.49 -1.35
C 1.57 0.10 -0.37
H 0.48 2.11 -1.41
H -0.91 1.78 -2.43
H -1.02 2.73 -0.95
H -0.57 1.50 1.30
H -2.23 0.72 1.23
H -1.15 -1.36 0.90
H 1.16 -0.22 2.30
H -0.21 -0.89 3.06
H 0.72 -1.96 2.13
H -0.64 -1.10 -2.31
H -0.99 -2.07 -0.80
H 0.73 -2.08 -1.63
H 2.00 0.21 -1.31
H 2.22 -0.58 0.11
H 1.75 1.06 0.03
*
```

As for the gap between HOMO and LUMO: 10.5 eV. The molar mass is 115.20 g mol⁻¹. The value obtained for the HOMO energy is -13.4 eV. The structure (SMILES) is CN1C[N@H+](C)C1(C)C. As for the LUMO energy: -2.916 eV.

=====

#x
The following is a quantum chemistry calculation of an isolated ion of composition C6H15N2 and charge +1, from OMol25.

The geometry in ORCA input format:
```
! RIJCOSX wB97M-V def2-TZVPD def2/J DEFGRID3
* xyz 1 1
C 2.11 -1.77 -1.99
C 0.97 -1.13 -2.21
C 0.29 -0.36 -1.09
C -0.02 -1.24 0.12
N -0.71 -0.50 1.22
C 0.07 0.62 1.71
C -0.56 1.98 1.39
N -1.67 1.79 0.43
H 2.53 -2.49 -2.68
H 2.61 -1.74 -1.03
H 0.53 -0.95 -3.19
H -0.67 0.07 -1.40
H 0.85 0.52 -0.76
H 0.89 -1.63 0.50
H -0.64 -2.09 -0.14
H -0.79 -1.22 1.92
H 0.19 0.54 2.78
H 1.14 0.60 1.51
H 0.18 2.68 1.01
H -0.93 2.52 2.25
H -1.32 1.14 -0.26
H -1.89 2.60 -0.13
H -2.48 1.33 0.84
*
```

As for the gap between HOMO and LUMO: 9.6 eV. The molar mass is 115.20 g mol⁻¹. The value obtained for the HOMO energy is -12.9 eV. The structure (SMILES) is C=CCCNCC[NH3+]. As for the LUMO energy: -3.274 eV.

=====

Short version: #w is the least stable of them.

=====

#w
The following is a quantum chemistry calculation of an isolated ion of composition C6H15N2 and charge +1, from OMol25.

The geometry in ORCA input format:
```
! RIJCOSX wB97M-V def2-TZVPD def2/J DEFGRID3
* xyz 1 1
C -0.94 2.90 -1.44
C -1.25 2.06 -0.20
C -1.03 0.56 -0.43
C 0.45 0.18 -0.61
C 1.13 -0.19 0.68
N 0.64 -1.51 1.20
C 1.15 -2.62 0.79
N 0.84 -3.82 1.29
H -1.42 3.88 -1.32
H -1.45 2.45 -2.30
H 0.09 3.11 -1.73
H -2.27 2.25 0.13
H -0.63 2.45 0.62
H -1.57 0.02 0.35
H -1.53 0.29 -1.36
H 0.90 1.07 -1.07
H 0.56 -0.56 -1.41
H 2.21 -0.28 0.70
H 0.83 0.54 1.43
H -0.18 -1.49 1.73
H 2.13 -2.66 0.31
H -0.04 -4.04 1.71
H 1.39 -4.58 0.93
*
```

As for the gap between HOMO and LUMO: 10.7 eV. The molar mass is 115.20 g mol⁻¹. The value obtained for the HOMO energy is -14.4 eV. The structure (SMILES) is CCCCCNC=[NH2+]. As for the LUMO energy: -3.738 eV.

=====

#x
The following is a quantum chemistry calculation of C6H15N2 as an isolated structure, from OMol25.

The geometry in ORCA input format:
```
! RIJCOSX wB97M-V def2-TZVPD def2/J DEFGRID3
* xyz 1 1
C 1.66 1.47 0.98
C -1.13 1.47 -0.47
C -1.87 -0.22 1.20
C 0.78 -1.99 0.23
C -1.06 0.02 -0.11
C 0.44 -0.50 0.06
N 1.07 0.38 0.79
N 1.09 -0.30 -1.73
H 1.64 1.74 1.95
H 2.24 1.90 0.17
H -2.06 1.89 0.04
H -1.23 1.58 -1.48
H -0.26 2.00 -0.09
H -1.65 0.42 2.03
H -2.83 0.14 0.99
H -1.83 -1.32 1.41
H 1.85 -2.33 0.39
H 0.54 -2.65 -0.67
H 0.38 -2.39 1.14
H -1.42 -0.74 -0.72
H 0.65 0.57 -2.07
H 0.92 -1.03 -2.37
H 2.09 -0.10 -1.67
*
```

As for the gap between HOMO and LUMO: 11.0 eV. The molar mass is 115.20 g mol⁻¹. The value obtained for the HOMO energy is -14.3 eV. As for the LUMO energy: -3.288 eV.

=====

#y
The following is a quantum chemistry calculation of a 2-piece molecular cluster, C6H15N2 overall, from OMol25.

The geometry in ORCA input format:
```
! RIJCOSX wB97M-V def2-TZVPD def2/J DEFGRID3
* xyz 1 1
C -0.42 1.46 -2.80
C 0.11 1.84 -1.44
C -1.65 0.77 -0.12
N -0.43 0.96 -0.36
H -0.41 0.38 -2.93
H -1.42 1.86 -2.96
H 0.21 1.89 -3.57
H 1.19 1.77 -1.36
H -0.15 2.86 -1.15
H -1.92 0.15 0.72
H -2.37 1.22 -0.79
H 0.27 0.56 0.28
C -0.18 -0.57 2.74
C 0.82 -0.95 1.69
C 0.65 -1.97 0.84
N 1.54 -2.40 -0.12
H -1.11 -1.12 2.62
H 0.21 -0.75 3.74
H -0.41 0.50 2.72
H 1.81 -0.51 1.74
H -0.28 -2.52 0.85
H 1.49 -3.38 -0.33
H 2.48 -2.04 -0.06
*
```

As for the gap between HOMO and LUMO: 7.3 eV. The molar mass is 115.20 g mol⁻¹. The value obtained for the HOMO energy is -11.8 eV. As for the LUMO energy: -4.564 eV.

=====

Short version: #x is the least stable of them.

=====

#w
The following is a quantum chemistry calculation of a 10-piece molecular cluster, C10H40O10 overall, from OMol25.

The geometry in ORCA input format:
```
! RIJCOSX wB97M-V def2-TZVPD def2/J DEFGRID3
* xyz 0 1
C -27.29 10.78 11.83
O -26.67 10.49 13.09
H -26.66 11.41 11.19
H -27.45 9.86 11.27
H -28.23 11.31 12.03
H -25.81 10.09 12.96
C -22.56 11.42 7.13
O -21.68 12.22 7.94
H -22.04 10.84 6.38
H -23.09 10.73 7.79
H -23.37 11.96 6.65
H -21.07 11.64 8.40
C -24.80 17.72 7.58
O -24.42 16.41 7.35
H -24.09 18.24 8.23
H -24.79 18.37 6.70
H -25.79 17.73 8.03
H -24.59 15.88 8.13
C -26.78 15.65 12.61
O -26.99 14.77 11.54
H -26.96 15.21 13.60
H -25.70 15.79 12.63
H -27.39 16.54 12.51
H -27.88 14.43 11.54
C -24.45 13.56 9.74
O -24.90 14.90 9.69
H -24.97 13.07 10.56
H -24.83 13.12 8.81
H -23.40 13.37 9.92
H -25.59 14.98 10.36
C -22.70 15.17 12.57
O -21.83 16.05 13.17
H -22.16 14.36 12.07
H -23.24 14.72 13.40
H -23.32 15.62 11.80
H -22.26 16.62 13.83
C -27.43 14.37 7.47
O -28.65 13.76 7.07
H -26.52 13.79 7.28
H -27.32 15.39 7.12
H -27.50 14.46 8.56
H -28.84 13.06 7.69
C -20.04 11.27 10.43
O -19.95 10.49 9.24
H -19.34 12.10 10.48
H -21.00 11.78 10.51
H -19.70 10.72 11.30
H -19.02 10.24 9.21
C -24.79 18.62 11.40
O -25.20 19.75 10.64
H -25.31 17.74 11.04
H -23.71 18.46 11.35
H -25.18 18.70 12.42
H -24.42 20.19 10.27
C -23.43 10.07 11.41
O -24.11 9.38 12.50
H -22.45 9.60 11.37
H -23.93 9.86 10.46
H -23.23 11.13 11.55
H -23.56 8.62 12.70
*
```

As for the gap between HOMO and LUMO: 9.7 eV. The molar mass is 320.42 g mol⁻¹. The value obtained for the HOMO energy is -9.4 eV. The structure (SMILES) is CO.CO.CO.CO.CO.CO.CO.CO.CO.CO. As for the LUMO energy: 0.280 eV.

=====

#x
The following is a quantum chemistry calculation of a 10-piece molecular cluster, C10H40O10 overall, from OMol25.

The geometry in ORCA input format:
```
! RIJCOSX wB97M-V def2-TZVPD def2/J DEFGRID3
* xyz 0 1
C -2.33 2.08 3.83
O -3.39 3.07 3.92
H -2.56 1.19 4.42
H -2.07 1.78 2.82
H -1.50 2.49 4.40
H -4.04 2.90 4.61
C 4.49 -0.41 -0.37
O 5.47 -1.29 0.24
H 4.92 0.58 -0.55
H 4.19 -0.89 -1.30
H 3.62 -0.45 0.28
H 5.65 -0.91 1.11
C -0.06 -1.53 3.44
O -0.76 -0.38 3.74
H 0.39 -1.45 2.45
H 0.58 -1.82 4.26
H -0.85 -2.28 3.30
H -0.12 0.33 3.77
C 1.16 -4.56 0.81
O 0.12 -5.16 0.14
H 1.63 -3.71 0.33
H 0.88 -4.17 1.79
H 1.88 -5.37 0.89
H 0.03 -4.68 -0.68
C 1.61 1.50 2.12
O 0.83 1.67 3.35
H 1.06 1.68 1.20
H 2.35 2.29 2.18
H 2.03 0.49 2.11
H 0.57 2.59 3.45
C -0.08 0.45 -3.82
O -1.00 0.08 -4.89
H -0.31 -0.16 -2.95
H 0.92 0.13 -4.10
H -0.10 1.52 -3.62
H -1.02 0.83 -5.49
C -0.63 -0.27 0.03
O 0.71 -0.70 -0.24
H -1.40 -0.91 0.48
H -0.59 0.54 0.75
H -1.10 0.17 -0.85
H 0.65 -1.46 -0.82
C 1.84 -3.43 -2.62
O 0.52 -3.00 -2.26
H 2.40 -3.85 -1.79
H 1.70 -4.13 -3.44
H 2.25 -2.52 -3.07
H 0.00 -2.83 -3.05
C -1.66 4.38 -0.69
O -1.16 3.07 -0.73
H -2.07 4.72 -1.64
H -2.47 4.45 0.05
H -1.01 5.10 -0.20
H -1.78 2.48 -1.17
C -3.19 1.72 -2.94
O -3.68 1.89 -1.59
H -4.00 1.42 -3.61
H -2.68 2.58 -3.37
H -2.47 0.90 -2.91
H -4.37 1.24 -1.47
*
```

As for the gap between HOMO and LUMO: 9.9 eV. The molar mass is 320.42 g mol⁻¹. The value obtained for the HOMO energy is -9.5 eV. The structure (SMILES) is CO.CO.CO.CO.CO.CO.CO.CO.CO.CO. As for the LUMO energy: 0.329 eV.

=====

Short version: #x is the least stable of them.

=====

#w
The following is a quantum chemistry calculation of one molecule with the formula C2H5N3S, from OMol25.

The geometry in ORCA input format:
```
! RIJCOSX wB97M-V def2-TZVPD def2/J DEFGRID3
* xyz 0 1
C -3.39 -0.08 0.11
N -2.17 -0.47 0.02
N -1.18 0.42 -0.16
C 0.08 -0.07 -0.12
N 1.13 0.62 0.06
S 2.57 -0.26 0.02
H -4.11 -0.92 0.19
H -3.70 0.99 0.12
H -1.42 1.41 -0.10
H 0.04 -1.14 -0.25
H 3.40 0.74 0.34
*
```

As for the gap between HOMO and LUMO: 9.0 eV. The molar mass is 103.15 g mol⁻¹. The value obtained for the HOMO energy is -8.0 eV. The structure (SMILES) is C=NN/C=N/S. As for the LUMO energy: 0.979 eV.

=====

#x
The following is a quantum chemistry calculation of one molecule with the formula C2H5N3S, from OMol25.

The geometry in ORCA input format:
```
! RIJCOSX wB97M-V def2-TZVPD def2/J DEFGRID3
* xyz 0 1
H -1.31 2.38 0.29
N -0.87 1.44 0.40
C -0.56 0.97 -0.73
N 0.12 -0.20 -0.92
C 0.62 -1.09 0.04
N 0.41 -0.75 1.31
S 1.44 -2.46 -0.48
H -0.81 1.48 -1.71
H 0.31 -0.50 -1.84
H 0.77 -1.37 2.04
H -0.13 0.09 1.59
*
```

As for the gap between HOMO and LUMO: 9.1 eV. The molar mass is 103.15 g mol⁻¹. The value obtained for the HOMO energy is -8.5 eV. The structure (SMILES) is [H]/N=C/NC(N)=S. As for the LUMO energy: 0.632 eV.

=====

Short version: #w is the least stable of them.